Entry 1:
Entry from OMol25: CH4N3P as an isolated structure at a distorted geometry (ωB97M-V/def2-TZVPD).

```
! RIJCOSX wB97M-V def2-TZVPD def2/J DEFGRID3
* xyz 0 1
C 0.16 -0.93 -0.34
N -1.74 -0.84 -0.10
N -1.95 0.33 -0.02
N -1.03 1.27 -0.08
P 0.66 0.80 -0.25
H 0.39 -1.72 0.32
H 0.15 -1.49 -1.38
H -1.30 2.18 -0.43
H 0.81 0.80 1.09
*
```

The value obtained for the energy is -14857.7898 eV. For the HOMO energy, the calculation gives -9.055 eV. For the gap between HOMO and LUMO, the calculation gives 10.2 eV.

Entry 2:
Entry from OMol25: a 2-piece molecular cluster, CH4N3P overall at a distorted geometry (ωB97M-V/def2-TZVPD).

```
! RIJCOSX wB97M-V def2-TZVPD def2/J DEFGRID3
* xyz 0 1
C 2.06 0.50 0.26
N 2.27 1.58 0.00
N -2.18 1.04 0.15
N 1.85 -1.79 -0.46
P 1.53 -1.14 0.90
H -2.25 0.04 0.39
H -3.10 1.35 0.25
H -1.72 1.15 -0.70
H 1.53 -2.71 -0.79
*
```

Its structure (SMILES) is [H]/N=P/C#N.N. The value obtained for the energy is -14859.0766 eV. For the HOMO energy, the calculation gives -10.032 eV. For the gap between HOMO and LUMO, the calculation gives 8.8 eV.

What is the energy in the first record?
-14857.7898 eV

The highest energy belongs to which entry?
number 1

energy of number 1 (CH4N3P)?
-14857.7898 eV